Here is C47H75NO17 in the gas phase in a non-equilibrium geometry from the Open Molecules 2025 dataset. Energies are from wB97M-V/def2-TZVPD.

```
140
Properties=species:S:1:pos:R:3:mulliken_charge:R:1
C -6.197 -2.178 -3.311 -1.856
H -6.220 -3.212 -2.973 0.487
H -6.160 -2.176 -4.396 0.401
H -7.102 -1.677 -2.975 0.327
C -4.965 -1.497 -2.728 0.044
H -4.062 -1.983 -3.118 0.369
C -4.920 0.021 -2.961 0.566
C -5.229 0.390 -4.410 -2.081
H -4.543 -0.113 -5.088 0.435
H -5.122 1.464 -4.541 0.478
H -6.247 0.122 -4.676 0.443
H -5.696 0.449 -2.321 0.080
C -3.546 0.632 -2.551 -0.714
O -2.628 -0.344 -2.091 -0.527
H -2.878 -0.590 -1.173 -0.276
C -3.653 1.764 -1.496 3.757
C -4.943 2.527 -1.518 -1.529
C -5.907 2.401 -0.605 -0.644
C -5.936 1.390 0.437 0.470
C -6.544 1.507 1.616 -0.631
C -7.166 2.748 2.163 -0.868
H -8.025 2.493 2.787 0.400
H -7.502 3.407 1.362 0.366
C -6.133 3.505 3.031 -0.886
C -5.020 4.043 2.194 -0.672
C -3.796 3.522 2.038 -0.141
C -3.298 2.319 2.643 -0.233
C -2.026 1.862 2.594 -0.105
C -0.925 2.479 1.917 0.075
C 0.376 2.125 2.010 -0.860
C 0.907 1.111 2.879 -0.037
C 2.155 0.627 2.909 -1.272
C 3.342 0.898 2.029 0.016
C 3.617 -0.335 1.137 -2.018
H 4.479 -0.114 0.512 0.830
H 3.863 -1.170 1.796 0.890
C 2.400 -0.768 0.309 0.856
O 2.577 -2.042 -0.307 0.844
C 3.368 -2.093 -1.470 0.322
O 4.691 -1.696 -1.216 -0.501
H 5.076 -2.356 -0.613 0.722
C 2.801 -1.162 -2.556 -1.882
H 1.829 -1.541 -2.870 0.421
H 3.480 -1.160 -3.410 0.679
C 2.638 0.270 -2.042 -1.028
C 1.875 0.266 -0.704 1.954
C 0.389 0.037 -0.891 -1.359
O -0.339 -0.271 0.037 0.664
O -0.064 0.207 -2.105 -0.189
H -1.063 0.028 -2.149 0.848
H 1.974 1.257 -0.247 -0.406
H 2.056 0.848 -2.769 0.685
O 3.871 0.941 -1.960 -0.677
H 4.493 0.377 -1.475 0.214
C 3.320 -3.547 -1.989 -1.212
H 3.861 -3.545 -2.939 0.356
H 2.282 -3.809 -2.188 0.283
C 3.928 -4.646 -1.094 -0.104
H 4.010 -5.539 -1.737 0.370
C 3.039 -5.104 0.093 0.159
C 3.368 -4.418 1.418 0.611
C 2.446 -4.876 2.553 -1.653
H 3.022 -4.931 3.478 0.375
H 2.057 -5.872 2.334 0.489
C 1.270 -3.931 2.834 0.072
O 1.795 -2.686 3.244 -0.598
H 1.047 -2.066 3.256 0.446
C 0.311 -3.766 1.645 -0.440
H 0.018 -4.752 1.284 0.922
H 0.826 -3.231 0.846 -0.560
C -0.955 -2.991 2.041 0.268
O -0.656 -1.672 2.461 -0.433
H -0.395 -1.155 1.678 -0.530
C -1.979 -2.985 0.898 -0.687
H -2.313 -4.004 0.708 0.827
H -1.500 -2.619 -0.013 -0.149
C -3.181 -2.081 1.222 -0.092
O -3.058 -0.804 0.625 0.566
H -2.182 -0.443 0.839 -0.635
H -3.246 -1.954 2.314 0.505
C -4.514 -2.682 0.740 -1.193
C -4.502 -2.778 -0.771 0.438
O -4.086 -3.714 -1.402 -0.634
O -4.982 -1.658 -1.299 -0.034
H -4.645 -3.671 1.173 0.612
H -5.326 -2.022 1.043 0.362
H -1.405 -3.465 2.924 0.546
H 0.694 -4.369 3.672 0.484
H 4.405 -4.654 1.668 0.918
H 3.284 -3.343 1.299 -1.130
O 3.139 -6.509 0.221 -0.660
H 4.003 -6.709 0.599 0.462
H 1.998 -4.928 -0.183 -0.215
O 5.222 -4.305 -0.615 -0.685
H 5.824 -4.265 -1.368 0.363
H 1.598 -0.954 1.032 -0.409
H 4.223 1.022 2.680 0.751
O 3.201 2.091 1.261 -0.044
C 4.362 2.784 0.974 -0.627
C 3.968 3.961 0.065 -0.578
O 3.243 3.533 -1.052 -0.714
H 3.580 2.661 -1.344 0.485
H 3.306 4.634 0.626 0.673
C 5.248 4.720 -0.355 -0.190
N 5.001 5.779 -1.320 -0.738
H 4.470 6.528 -0.889 0.303
H 4.423 5.397 -2.065 0.294
C 6.244 3.733 -0.983 -0.043
O 7.459 4.379 -1.267 -0.595
H 7.224 5.242 -1.637 0.425
H 5.805 3.328 -1.909 0.069
C 6.504 2.570 -0.017 -0.062
C 7.406 1.518 -0.646 -1.637
H 7.613 0.727 0.068 0.370
H 6.915 1.092 -1.517 0.264
H 8.333 1.993 -0.951 0.459
O 5.284 1.940 0.327 0.333
H 6.976 2.977 0.893 0.364
H 5.712 5.164 0.534 0.514
H 4.833 3.175 1.906 0.463
H 2.385 -0.141 3.636 0.571
H 0.218 0.700 3.604 0.480
H 1.094 2.658 1.406 0.312
H -1.163 3.304 1.260 0.452
H -1.810 0.940 3.116 -0.015
H -4.017 1.729 3.194 0.178
H -3.105 4.062 1.405 0.322
H -5.265 4.945 1.648 0.332
H -5.758 2.834 3.803 0.394
H -6.642 4.338 3.523 0.447
H -6.517 0.669 2.302 0.479
H -5.434 0.460 0.206 0.162
H -6.754 3.075 -0.647 0.335
H -5.035 3.273 -2.297 0.439
H -3.557 1.295 -0.513 -1.073
C -2.498 2.755 -1.669 -1.790
H -2.570 3.537 -0.918 0.358
H -2.537 3.220 -2.652 0.554
H -1.536 2.262 -1.558 0.131
H -3.078 1.032 -3.459 0.764
```

Values from the calculation:
**Total energy**: -3169.780108 hartree

=====

Here is a molecular structure, C11H16Cl2IN5OSTi from the Open Molecules 2025 dataset. Energies are from wB97M-V/def2-TZVPD.

```
38
Properties=species:S:1:pos:R:3:mulliken_charge:R:1
Ti -0.720 0.039 0.189 0.115
C 3.668 -1.202 -0.053 -2.003
C 2.250 -0.808 -0.306 1.087
N 1.454 -0.418 0.626 0.762
N 1.962 -0.353 1.897 -0.520
C 1.170 0.041 2.911 0.677
N 1.706 0.144 4.116 -0.345
S -0.461 0.375 2.635 -0.312
C 1.653 -0.810 -1.652 0.642
C 2.388 -1.009 -2.805 -0.945
C 1.754 -0.902 -4.038 -0.529
C 0.409 -0.590 -4.070 -1.059
C -0.260 -0.413 -2.869 0.048
N 0.336 -0.534 -1.684 0.298
H 3.711 -1.979 0.715 0.455
H 4.256 -0.342 0.281 0.465
H 4.149 -1.601 -0.937 0.379
H 2.953 -0.497 2.030 0.294
H 2.676 -0.052 4.308 0.209
H 1.127 0.430 4.890 0.239
H 3.444 -1.227 -2.765 0.317
H 2.311 -1.049 -4.952 0.471
H -0.126 -0.478 -5.002 0.431
H -1.309 -0.152 -2.860 0.556
Cl -0.264 2.073 -0.587 -0.309
N -4.377 1.138 1.953 -0.289
C -3.373 1.497 1.180 0.674
O -2.502 0.639 0.866 -0.463
C -3.313 2.904 0.698 -1.146
I -2.236 4.047 2.146 0.207
H -4.419 0.203 2.331 0.259
H -5.086 1.800 2.229 0.237
H -4.300 3.348 0.610 0.508
H -2.770 2.967 -0.238 0.363
Cl -1.026 -2.397 0.606 -0.034
C -1.981 -1.466 -0.580 -0.713
H -3.017 -1.455 -0.265 0.449
H -1.837 -1.909 -1.557 0.523
```

Values from the calculation:
**Total energy**: -3243.141131 hartree
**Charge**: +2

=====

Here is a molecular structure, C31H33BiClN2O2Si2 in a non-equilibrium geometry from the Open Molecules 2025 dataset. Energies are from wB97M-V/def2-TZVPD.

```
72
Properties=species:S:1:pos:R:3:mulliken_charge:R:1
C -2.095 -5.118 0.494 -0.422
C -0.740 -5.120 1.021 -1.057
C -0.700 -4.224 2.107 -0.244
H 0.045 -5.812 0.725 0.447
C -1.935 -3.570 2.223 -0.470
C -2.828 -4.079 1.247 -0.976
H -3.914 -3.921 1.241 0.789
H -2.572 -5.890 -0.111 0.645
H 0.137 -4.088 2.797 0.488
H -2.181 -2.797 2.944 0.584
Bi -1.551 -3.208 -0.879 1.372
Si 0.395 3.882 -1.071 0.232
C 2.147 4.085 -1.687 -0.098
C 2.582 5.182 -2.452 -0.395
H 1.889 5.989 -2.699 0.355
C 3.924 5.272 -2.872 -0.597
H 4.265 6.141 -3.456 0.367
C 4.837 4.257 -2.545 -0.496
H 5.880 4.312 -2.881 0.355
C 4.422 3.179 -1.741 -0.816
H 5.137 2.405 -1.437 0.510
C 3.091 3.108 -1.319 0.056
H 2.788 2.285 -0.670 0.740
C 0.303 4.899 0.503 0.432
C 1.465 5.253 1.224 -0.202
H 2.445 5.126 0.753 0.339
C 1.389 5.771 2.529 -0.625
H 2.310 6.003 3.082 0.367
C 0.134 6.035 3.103 -0.410
H 0.076 6.415 4.130 0.375
C -1.029 5.841 2.336 -0.502
H -1.998 6.135 2.762 0.374
C -0.935 5.319 1.033 -0.536
H -1.835 5.240 0.419 0.322
H 0.483 2.489 -0.574 -0.087
Si -0.300 -0.785 -0.149 -0.364
C -0.684 -0.266 1.580 1.102
C 0.415 -0.118 2.441 -0.334
H 1.424 -0.213 2.037 0.384
C 0.209 0.183 3.786 -0.717
H 1.070 0.229 4.455 0.427
C -1.100 0.314 4.268 -0.482
H -1.256 0.587 5.308 0.413
C -2.206 0.131 3.428 -0.486
H -3.220 0.144 3.833 0.425
C -1.993 -0.171 2.084 -0.680
H -2.836 -0.306 1.405 0.322
C 1.533 -1.036 -0.470 0.541
C 2.185 -2.135 0.132 0.238
H 1.636 -2.805 0.801 0.293
C 3.548 -2.349 -0.085 -0.757
H 4.047 -3.197 0.398 0.408
C 4.239 -1.473 -0.935 -0.560
H 5.302 -1.621 -1.109 0.386
C 3.611 -0.365 -1.526 -0.549
H 4.165 0.351 -2.144 0.580
C 2.241 -0.183 -1.340 -0.998
H 1.725 0.657 -1.807 0.633
H -0.761 3.993 -2.053 -0.177
Cl -1.092 0.533 -1.547 -0.348
C -3.554 -6.544 -4.054 -0.639
O -4.416 -5.440 -3.644 -0.394
C -3.845 -4.634 -2.754 0.816
O -2.639 -4.777 -2.413 -0.717
N -4.629 -3.662 -2.257 -0.172
N -4.092 -2.847 -1.205 -0.579
H -3.349 -7.203 -3.203 0.281
H -2.612 -6.166 -4.475 0.283
H -4.127 -7.075 -4.814 0.276
H -5.613 -3.620 -2.511 0.245
H -4.286 -1.867 -1.411 0.355
H -4.570 -3.059 -0.327 0.327
```

Values from the calculation:
**Total energy**: -2714.590077 hartree
**Charge**: +1

=====

Here is 2 unconnected molecules or ions with the total composition CH8N2O in a non-equilibrium geometry from the Open Molecules 2025 dataset. Energies are from wB97M-V/def2-TZVPD.

```
12
Properties=species:S:1:pos:R:3:mulliken_charge:R:1
N -0.153 -2.069 -0.219 -0.680
C -0.297 -0.677 -0.491 -0.275
N 0.926 0.128 -0.212 -0.570
H 0.282 -2.264 0.680 0.242
H 0.583 -2.479 -0.789 0.244
H -0.960 -0.353 0.293 0.273
H -0.621 -0.378 -1.522 0.363
H 1.476 0.049 -0.995 0.208
H 1.442 -0.165 0.573 0.205
O -1.068 2.446 0.736 -0.621
H -1.475 3.269 1.035 0.301
H -0.135 2.494 0.911 0.309
```

Values from the calculation:
**Total energy**: -227.620449 hartree
**Structure (SMILES)**: NCN.O

=====

Here is a molecular structure, C6H9N from the Open Molecules 2025 dataset. Energies are from wB97M-V/def2-TZVPD.

```
16
Properties=species:S:1:pos:R:3:mulliken_charge:R:1
C 0.154 1.669 0.956 -0.864
N -0.476 1.041 -0.191 -0.188
C 0.336 0.366 -1.182 -0.299
C 0.756 -1.031 -0.646 -0.092
C -0.163 -1.237 0.554 -0.864
C -1.171 -0.258 -0.068 0.149
C -0.803 -0.526 -1.594 -0.989
H 0.915 1.053 1.463 0.296
H -0.618 1.937 1.686 0.288
H 0.636 2.596 0.626 0.315
H 1.013 0.907 -1.844 0.486
H 1.790 -1.359 -0.747 0.463
H 0.229 -0.963 1.539 0.250
H -0.560 -2.255 0.598 0.306
H -2.202 -0.243 0.291 0.495
H 0.164 -1.695 -1.440 0.247
```

Values from the calculation:
**Total energy**: -288.573244 hartree

=====

Calculated values (kcal/mol) of relative energy (zero: lowest compared OMol25 entry of this formula, charge and spin) for the records, taken in order: 2.2; 0.0; 6.3; 12.9; 131.0.
Calculated values (eV) of highest occupied orbital energy for the records, taken in order: -7.454; -14.786; -9.823; -8.935; -8.436.